Record 1
{"formula": "C37H22F18GeN6O2PdS2", "method": "the ωB97M-V functional and the def2-TZVPD basis", "homo_ev": -7.95, "total_charge": 0, "orbital_gap_ev": 7.209, "spin_multiplicity": 1, "elements": ["Pd", "N", "C", "C", "C", "C", "N", "C", "N", "N", "C", "O", "O", "H", "H", "H", "H", "H", "H", "H", "H", "H", "H", "H", "H", "H", "H", "F", "C", "F", "F", "C", "C", "C", "C", "C", "C", "C", "C", "H", "H", "H", "H", "F", "C", "C", "C", "F", "C", "F", "C", "F", "C", "F", "Ge", "S", "C", "C", "F", "C", "F", "C", "F", "C", "F", "C", "F", "C", "C", "F", "C", "F", "C", "F", "C", "F", "C", "F", "S", "C", "N", "C", "C", "C", "N", "H", "H", "H", "H"], "xyz": [[0.754, 0.119, -0.640], [-1.517, 0.141, 1.589], [-2.424, 0.622, 0.550], [-3.858, 0.957, 1.022], [-4.331, 2.371, 0.643], [-5.030, 2.450, -0.716], [-4.335, 1.711, -1.761], [-3.269, 2.135, -2.425], [-2.574, 1.252, -3.147], [-2.909, 3.425, -2.441], [-2.338, -0.327, -0.666], [-3.376, -0.619, -1.297], [-1.190, -0.732, -1.015], [-1.865, -0.720, 1.998], [-1.418, 0.822, 2.330], [-1.970, 1.543, 0.170], [-3.868, 0.876, 2.110], [-4.566, 0.213, 0.645], [-3.479, 3.055, 0.674], [-5.047, 2.737, 1.383], [-5.199, 3.484, -1.025], [-6.019, 1.998, -0.643], [-4.350, 0.689, -1.635], [-2.723, 0.269, -2.944], [-1.647, 1.507, -3.451], [-3.348, 4.063, -1.802], [-1.969, 3.651, -2.730], [9.824, 2.026, 1.362], [9.451, 1.342, 0.267], [10.047, 0.131, 0.348], [9.997, 1.962, -0.796], [7.962, 1.223, 0.147], [7.396, 0.959, -1.094], [6.027, 0.806, -1.210], [5.201, 0.918, -0.088], [5.787, 1.175, 1.154], [7.157, 1.328, 1.272], [3.781, 0.782, -0.222], [2.587, 0.633, -0.371], [8.027, 0.884, -1.970], [5.576, 0.611, -2.174], [5.154, 1.260, 2.026], [7.600, 1.536, 2.236], [1.437, 6.908, -1.786], [0.375, 6.686, -1.004], [0.205, 5.471, -0.363], [-0.907, 5.366, 0.457], [-1.104, 4.245, 1.172], [-1.834, 6.381, 0.609], [-2.897, 6.228, 1.401], [-1.640, 7.573, -0.068], [-2.516, 8.564, 0.065], [-0.527, 7.731, -0.873], [-0.333, 8.883, -1.513], [1.402, 3.882, -0.459], [0.176, 2.288, -1.259], [2.115, 3.919, 1.369], [1.767, 3.052, 2.391], [0.846, 2.111, 2.210], [2.315, 3.158, 3.658], [1.966, 2.303, 4.623], [3.223, 4.165, 3.932], [3.754, 4.271, 5.146], [3.557, 5.077, 2.946], [4.404, 6.070, 3.216], [2.984, 4.946, 1.696], [3.282, 5.876, 0.775], [2.783, 4.251, -1.810], [2.354, 4.458, -3.110], [1.033, 4.537, -3.375], [3.219, 4.608, -4.174], [2.760, 4.812, -5.410], [4.583, 4.547, -3.943], [5.435, 4.689, -4.953], [5.054, 4.347, -2.659], [6.365, 4.298, -2.435], [4.151, 4.203, -1.617], [4.662, 4.027, -0.395], [1.374, -1.467, -3.151], [1.125, -2.414, -1.835], [0.798, -3.751, -1.966], [0.550, -4.577, -0.934], [0.656, -4.118, 0.339], [0.989, -2.755, 0.478], [1.212, -1.956, -0.528], [0.695, -4.066, -2.920], [0.275, -5.592, -1.186], [0.476, -4.751, 1.191], [1.074, -2.304, 1.460]], "forces_ev_per_angstrom": [[0.09, 0.29, 0.23], [-0.04, -0.17, -0.03], [0.04, -0.03, -0.04], [0.03, 0.03, -0.03], [-0.08, 0.01, 0.03], [0.00, 0.01, -0.04], [-0.23, 0.38, -0.11], [-0.01, -0.11, 0.07], [0.19, 0.20, -0.21], [0.00, 0.12, -0.07], [0.29, -0.18, 0.19], [0.03, -0.59, 0.16], [-0.22, 0.33, -0.04], [-0.04, 0.04, 0.04], [0.04, 0.02, -0.03], [0.08, 0.08, 0.02], [0.01, 0.02, -0.01], [0.01, -0.03, 0.04], [0.04, 0.02, 0.00], [0.04, 0.01, 0.01], [0.02, 0.00, 0.00], [0.00, 0.00, 0.00], [0.12, 0.02, -0.03], [-0.03, -0.04, 0.06], [0.01, 0.04, 0.01], [0.03, 0.00, 0.04], [0.01, -0.02, 0.07], [0.00, 0.00, 0.00], [0.00, 0.01, -0.01], [0.00, 0.00, 0.00], [0.00, -0.01, 0.01], [0.00, 0.00, -0.01], [0.01, 0.01, 0.00], [-0.01, 0.06, -0.01], [-0.03, 0.05, 0.02], [0.01, 0.02, -0.01], [-0.01, -0.01, -0.01], [0.01, 0.09, 0.03], [-0.11, 0.02, 0.01], [0.00, 0.00, 0.00], [0.00, -0.01, -0.01], [-0.04, 0.02, 0.03], [0.00, 0.00, -0.01], [-0.01, -0.01, 0.01], [0.00, -0.02, -0.04], [-0.02, -0.01, -0.01], [0.01, 0.02, 0.01], [-0.06, -0.02, -0.02], [0.04, 0.00, -0.04], [-0.05, -0.01, 0.03], [0.02, -0.01, -0.01], [-0.02, 0.02, 0.00], [-0.01, -0.01, 0.00], [0.00, 0.00, 0.00], [0.05, 0.09, -0.15], [-0.26, -0.28, 0.23], [0.02, -0.11, -0.01], [0.06, 0.17, 0.02], [-0.05, -0.24, -0.15], [0.04, -0.02, 0.01], [-0.01, 0.00, 0.00], [0.01, -0.02, 0.02], [-0.01, 0.00, -0.01], [-0.01, 0.03, -0.01], [0.00, 0.00, 0.00], [0.04, 0.02, -0.04], [-0.07, 0.04, 0.08], [0.01, -0.02, 0.03], [-0.17, -0.03, -0.03], [0.17, 0.04, 0.03], [0.01, 0.00, 0.00], [0.01, 0.00, 0.01], [-0.03, -0.01, 0.02], [0.02, 0.00, -0.02], [-0.01, 0.00, 0.01], [0.02, -0.01, 0.01], [0.02, 0.01, 0.00], [0.08, -0.19, 0.00], [0.02, -0.28, -0.16], [0.11, -0.04, 0.10], [-0.02, -0.01, -0.01], [0.02, -0.01, 0.02], [0.05, -0.02, -0.03], [0.11, 0.09, 0.13], [-0.35, 0.15, -0.40], [0.03, -0.02, 0.00], [0.00, 0.00, -0.01], [0.00, 0.00, 0.01], [-0.08, 0.02, -0.01]]}

***

Record 2
{"formula": "C20H23N8OS4Tm", "method": "the ωB97M-V functional and the def2-TZVPD basis", "homo_ev": [-7.44, -10.66], "s_squared": 3.757, "total_charge": 1, "orbital_gap_ev": [5.169, 8.403], "spin_multiplicity": 4, "elements": ["Tm", "O", "N", "C", "C", "C", "C", "C", "S", "H", "H", "H", "H", "C", "C", "N", "C", "C", "S", "C", "C", "S", "C", "N", "C", "H", "H", "H", "H", "H", "H", "H", "H", "C", "C", "C", "N", "N", "C", "N", "S", "H", "H", "H", "H", "H", "H", "H", "N", "C", "C", "C", "N", "H", "H", "H", "H"], "xyz": [[0.225, 0.559, -0.160], [0.260, -0.636, 1.708], [1.332, -0.789, 2.489], [1.339, -1.897, 3.307], [2.357, -2.079, 4.197], [3.361, -1.098, 4.300], [3.331, -0.024, 3.469], [2.316, 0.132, 2.509], [2.353, 1.402, 1.367], [0.539, -2.588, 3.108], [2.316, -2.956, 4.856], [4.158, -1.198, 5.035], [4.027, 0.775, 3.444], [3.230, 2.231, -1.959], [2.112, 3.149, -1.639], [0.952, 2.728, -1.161], [0.108, 3.775, -0.852], [0.580, 5.027, -1.162], [2.173, 4.844, -1.780], [-1.149, 3.500, -0.155], [-2.257, 4.291, -0.103], [-3.444, 3.512, 0.852], [-2.451, 2.173, 1.085], [-1.277, 2.313, 0.518], [-2.917, 0.903, 1.726], [2.858, 1.367, -2.530], [3.726, 1.880, -1.040], [3.989, 2.767, -2.518], [0.049, 5.958, -1.026], [-2.471, 5.199, -0.619], [-3.553, 1.172, 2.583], [-2.089, 0.282, 2.010], [-3.529, 0.326, 1.034], [-4.052, -3.210, -0.340], [-2.660, -2.571, -0.206], [-2.595, -1.305, -0.964], [-1.515, -0.485, -0.843], [-1.254, 0.240, -2.021], [-2.098, 0.054, -2.967], [-2.099, 0.683, -4.160], [-3.346, -1.132, -2.543], [-4.206, -3.964, 0.434], [-4.186, -3.699, -1.312], [-4.814, -2.489, -0.213], [-1.912, -3.266, -0.624], [-2.396, -2.322, 0.808], [-1.280, 1.281, -4.278], [-2.378, 0.176, -4.993], [0.971, -2.620, -0.422], [1.702, -3.691, -0.762], [2.850, -3.233, -1.382], [2.727, -1.835, -1.331], [1.574, -1.452, -0.783], [0.108, -2.550, 0.067], [1.308, -4.680, -0.527], [3.616, -3.829, -1.800], [3.381, -1.101, -1.733]], "forces_ev_per_angstrom": [[0.88, 0.26, 0.17], [-0.04, -0.02, -0.28], [-0.33, -0.67, 0.69], [0.55, 0.73, -0.60], [-0.31, -0.36, 0.47], [0.16, -0.33, 0.42], [-0.64, -0.16, -0.40], [-0.02, -0.15, -0.24], [-0.23, 0.17, -0.06], [-0.17, 0.03, 0.18], [0.19, 0.45, -0.40], [-0.19, -0.03, -0.15], [0.82, 0.34, 0.35], [0.36, -0.13, 0.05], [-1.24, -0.04, 0.52], [0.32, 0.12, 0.25], [0.20, 0.64, -0.17], [0.13, -1.19, 0.08], [-0.03, 0.40, -0.20], [-0.43, 0.26, -0.23], [0.14, -0.68, 0.26], [-0.57, 0.55, -0.10], [0.38, -0.65, -0.32], [0.22, -0.31, -0.06], [-0.77, 0.83, 0.29], [0.20, 0.31, 0.13], [-0.35, 0.03, -0.19], [0.11, -0.10, -0.33], [0.37, 0.00, -0.01], [0.03, 0.45, -0.07], [0.31, -0.35, -0.09], [0.43, -0.15, 0.35], [-0.02, 0.07, -0.21], [0.99, -1.09, 0.33], [-0.61, -0.20, -0.96], [-0.45, 0.35, -0.30], [-0.02, -0.14, -0.51], [0.47, 0.44, 0.45], [-0.63, -1.35, 0.92], [0.62, 0.85, -0.77], [0.14, 0.20, -0.39], [0.04, -0.10, -0.11], [0.10, 0.17, 0.16], [-0.87, 0.92, 0.10], [0.08, -0.18, 0.24], [0.06, -0.19, 0.67], [-0.44, -0.26, -0.19], [0.05, 0.08, 0.40], [0.95, 0.84, -0.57], [-0.42, -0.23, 0.17], [-0.91, 0.42, 0.63], [-0.58, -0.32, -0.24], [0.13, -0.82, 0.17], [-0.62, -0.14, 0.28], [0.39, 0.30, -0.21], [0.61, -0.28, -0.24], [0.45, 0.40, -0.13]]}

***

Record 3
{"formula": "C5H6N", "method": "the ωB97M-V functional and the def2-TZVPD basis", "homo_ev": [-13.72, -16.10], "s_squared": 2.020, "total_charge": 1, "orbital_gap_ev": [10.041, 6.839], "spin_multiplicity": 3, "elements": ["C", "C", "C", "C", "C", "N", "H", "H", "H", "H", "H", "H"], "xyz": [[1.095, 0.450, -0.508], [-1.000, -0.614, -0.372], [0.171, -0.288, -1.185], [-0.623, 0.069, 0.935], [0.834, 0.342, 1.009], [-0.040, 1.367, 0.710], [1.962, 0.979, -0.865], [-1.919, -0.176, -0.780], [-1.183, -1.695, -0.319], [0.330, -0.681, -2.183], [-1.242, -0.035, 1.813], [1.613, 0.284, 1.744]], "forces_ev_per_angstrom": [[0.84, -0.77, 1.16], [0.39, 0.40, 0.86], [0.36, -0.64, -1.58], [-2.96, -1.12, 0.21], [1.77, 1.57, -1.90], [-0.13, 0.55, 0.12], [0.03, 0.15, -0.15], [-0.14, 0.00, -0.05], [-0.07, 0.00, 0.30], [-0.20, 0.49, -0.11], [0.22, -0.17, 0.34], [-0.12, -0.47, 0.79]]}

***

Record 4
{"formula": "C5H5ClNO4P", "method": "the ωB97M-V functional and the def2-TZVPD basis", "homo_ev": -9.33, "total_charge": 0, "orbital_gap_ev": 8.236, "spin_multiplicity": 1, "elements": ["O", "P", "O", "O", "Cl", "O", "C", "C", "C", "C", "N", "C", "H", "H", "H", "H", "H"], "xyz": [[-2.284, -2.900, -1.327], [-1.142, -1.886, -0.878], [-0.724, -2.218, 0.793], [0.277, -2.200, -1.853], [-0.267, -2.463, -3.443], [-1.650, -0.197, -1.087], [-0.689, 0.557, -0.250], [0.782, 1.059, -0.871], [1.676, 1.833, 0.295], [1.216, 2.124, 1.827], [-0.130, 1.689, 2.299], [-0.961, 0.952, 1.306], [0.126, -2.743, 0.867], [1.121, 0.885, -1.977], [2.756, 2.216, -0.023], [1.912, 2.709, 2.601], [-2.020, 0.582, 1.722]], "forces_ev_per_angstrom": [[4.32, 4.47, 1.78], [-4.09, -4.05, -0.58], [0.77, 0.74, -3.70], [-2.03, 1.07, 1.72], [0.35, 0.09, 0.16], [3.64, -2.20, 2.98], [4.14, 3.12, 1.77], [-2.11, 0.71, 5.59], [-1.79, -0.69, 0.20], [-2.47, -1.98, -3.21], [2.00, -1.16, -5.46], [0.87, 0.09, -1.10], [-1.22, 0.86, -0.36], [-0.67, 0.38, 2.46], [-2.62, -0.93, 0.72], [-1.77, -1.52, -2.03], [2.67, 0.98, -0.94]]}

***

Number 1: strongest force on any atom 0.62 eV/A. Number 2: strongest force on any atom 1.75 eV/A. Number 3: strongest force on any atom 3.17 eV/A. Number 4: strongest force on any atom 6.47 eV/A.